C13H32N4O10SZr | ωB97M-V with the def2-TZVPD basis set

Cartesian coordinates (Å):
1 Zr -31.162 -27.599 21.289
2 O -29.857 -26.737 22.587
3 H -29.126 -26.584 23.188
4 C -33.548 -25.063 21.707
5 O -32.723 -26.119 21.475
6 H -34.453 -25.097 21.082
7 H -33.894 -25.019 22.764
8 H -33.038 -24.093 21.552
9 S -29.636 -29.870 20.564
10 O -30.366 -29.475 21.855
11 O -30.429 -30.816 19.792
12 O -29.749 -28.476 19.938
13 O -28.289 -30.279 20.829
14 C -33.200 -30.347 20.794
15 O -32.851 -29.217 21.034
16 N -33.975 -31.088 21.601
17 C -34.604 -30.517 22.767
18 C -34.392 -32.432 21.212
19 H -32.880 -30.897 19.899
20 H -34.421 -29.442 22.765
21 H -34.220 -30.940 23.697
22 H -35.682 -30.691 22.718
23 H -35.479 -32.519 21.211
24 H -33.964 -32.716 20.254
25 H -34.019 -33.170 21.934
26 C -32.346 -28.067 18.115
27 O -32.017 -27.635 19.201
28 N -33.591 -28.462 17.818
29 C -33.850 -29.179 16.587
30 C -34.705 -28.098 18.668
31 H -31.621 -28.139 17.294
32 H -33.802 -28.527 15.711
33 H -34.863 -29.581 16.598
34 H -33.187 -30.037 16.488
35 H -35.340 -27.380 18.142
36 H -35.272 -28.989 18.944
37 H -34.348 -27.629 19.582
38 C -32.261 -28.532 24.519
39 O -32.087 -28.171 23.383
40 N -32.434 -27.682 25.552
41 C -32.716 -28.131 26.879
42 C -32.473 -26.266 25.304
43 H -32.280 -29.590 24.834
44 H -31.952 -27.792 27.589
45 H -32.737 -29.220 26.938
46 H -33.672 -27.751 27.252
47 H -33.502 -25.883 25.243
48 H -31.991 -25.722 26.119
49 H -32.003 -26.024 24.354
50 C -29.932 -24.886 19.475
51 O -30.257 -25.883 20.082
52 N -29.760 -23.685 20.034
53 C -29.344 -22.543 19.253
54 C -30.000 -23.489 21.451
55 H -29.762 -24.865 18.387
56 H -29.425 -22.784 18.188
57 H -28.301 -22.280 19.426
58 H -30.026 -21.710 19.420
59 H -29.148 -23.011 21.936
60 H -30.902 -22.894 21.618
61 H -30.154 -24.459 21.929

Forces on the atoms, in the same order (eV/Å):
0.0 1.9 1.3
-0.7 0.0 -0.4
-0.2 -0.4 -0.3
0.0 0.2 0.6
1.4 -1.6 -0.2
0.0 0.2 -0.1
0.0 -0.1 -0.2
-0.1 0.0 -0.2
-0.2 0.3 0.2
-0.1 -1.0 0.5
0.0 0.1 0.1
0.6 -0.2 -0.5
0.0 0.1 -0.1
0.0 -1.5 -0.2
-0.2 1.2 0.3
-0.4 -0.3 -0.4
-0.1 0.4 0.1
0.4 -0.1 0.6
0.2 0.2 0.0
0.0 -0.1 0.0
0.0 -0.1 0.0
0.0 0.0 0.1
0.0 0.1 -0.2
-0.1 0.2 -0.1
0.0 0.2 0.0
0.1 -0.2 0.1
-0.5 0.7 -0.4
0.1 0.0 0.0
-0.4 0.0 -0.4
-0.1 0.0 0.3
0.0 -0.3 0.0
0.2 -0.1 0.0
0.0 0.1 0.2
0.2 0.1 -0.1
-0.2 -0.2 0.0
-0.1 0.1 -0.1
0.2 0.0 0.0
0.1 0.0 1.1
-0.2 0.1 -0.7
0.0 -0.2 -0.5
0.0 -0.2 0.9
-0.3 0.9 -0.1
0.0 0.0 -0.2
0.0 0.0 -0.2
0.0 0.0 -0.2
0.0 0.0 -0.2
0.0 -0.2 0.1
0.2 -0.1 -0.1
0.2 -0.2 0.0
0.0 0.4 0.0
0.0 -0.1 -0.2
0.1 0.2 0.2
-0.2 -0.3 -0.7
-0.1 -0.3 0.4
0.0 -0.2 0.0
0.0 -0.1 0.1
-0.1 0.2 0.3
0.2 0.2 0.2
0.0 0.1 -0.2
0.1 0.1 -0.1
0.0 0.0 -0.1

Summary:
strongest force on any atom	0.0445	Eh/bohr
E_HOMO	-8.2	eV
gap between HOMO and LUMO	8.6184	eV
ΔE to the lowest compared entry with this formula, charge and spin	22.3	kJ/mol
2S+1	1

These are the Mulliken partial charges, in e, on atoms 1 to 4: Zr 1.918; O -0.587; H 0.116; C -0.866